[1]
Molecular formula: C3H11N4
Method: DFT, the ωB97M-V functional and the def2-TZVPD basis

The geometry in XYZ format:
```
18
Properties=species:S:1:pos:R:3
N -0.38 2.17 0.50
C 0.91 2.23 0.02
N 1.78 1.32 0.22
H -0.53 1.72 1.39
H -0.94 2.98 0.35
H 1.09 3.15 -0.55
H 2.54 1.51 -0.41
C -0.80 -1.79 -0.67
C -0.38 -1.20 0.45
N -0.16 -1.84 1.62
N -0.79 -0.99 -1.92
H -1.10 -2.81 -0.81
H -0.14 -0.15 0.51
H -0.04 -1.28 2.44
H -0.16 -2.84 1.72
H -1.70 -0.96 -2.37
H -0.10 -1.33 -2.59
H -0.54 -0.02 -1.71
```

Output
Kohn-Sham gap: 9.451 eV
Energy relative to the best compared isomer or geometry (same formula, charge and spin): 34.4 kcal per mole
Net charge: +1
HOMO level: -12.7 eV
LUMO: -3.269 eV


[2]
Molecular formula: C3H11N5
Method: DFT, the ωB97M-V functional and the def2-TZVPD basis

The geometry in XYZ format:
```
19
Properties=species:S:1:pos:R:3
C 0.27 0.14 0.32
C 0.13 1.60 0.02
C 2.55 0.20 -0.50
N -0.75 -0.47 0.79
N 1.38 -0.49 0.10
N -3.77 -0.16 -0.31
N 1.53 -1.76 0.54
N -1.77 -0.78 1.14
H 1.03 2.16 0.35
H -0.85 1.98 0.45
H 0.33 1.60 -1.16
H 2.36 0.64 -1.54
H 2.92 0.91 0.30
H 3.38 -0.53 -0.76
H -4.35 -1.03 -0.32
H -3.83 0.15 -1.31
H 2.46 -2.14 0.51
H 0.79 -2.46 0.89
H -3.82 0.45 0.48
```

Output
Kohn-Sham gap (spin up / spin down): 8.004 / 4.438 eV
Energy relative to the best compared isomer or geometry (same formula, charge and spin): 26.2 kcal per mole
Net charge: +2
HOMO level (spin up / spin down): -16.2 / -17.2 eV
Multiplicity: 3
LUMO (spin up / spin down): -8.182 / -12.719 eV
Expectation value of S²: 2.023